ORCA calculation (ωB97M-V with the def2-TZVPD basis set) on a cluster of 11 separate species, C37H99Cl12N13O6P4 in total.

Structure (XYZ):
```
171
Properties=species:S:1:pos:R:3:mulliken_charge:R:1
C -5.926 -1.369 1.300 -1.026
N -5.958 0.103 1.579 0.249
C -6.755 0.912 0.613 -0.885
P -6.002 0.635 3.231 0.366
O -7.284 0.373 3.878 -0.811
N -4.649 -0.259 3.915 0.418
C -3.340 -0.368 3.188 -0.102
C -4.584 -0.549 5.359 -1.000
N -5.498 2.271 3.246 0.260
C -4.419 2.668 2.344 -0.195
C -5.661 3.051 4.411 -1.108
H -6.235 -1.631 0.288 0.406
H -6.537 -1.965 1.979 0.302
H -4.885 -1.660 1.435 0.291
H -6.668 0.516 -0.399 0.077
H -6.447 1.954 0.532 0.364
H -7.800 0.962 0.920 0.361
H -2.695 0.423 3.570 0.501
H -2.770 -1.256 3.461 -0.075
H -3.512 -0.380 2.112 -0.518
H -5.525 -1.048 5.591 0.316
H -3.775 -1.259 5.532 0.302
H -4.274 0.264 6.016 0.307
H -3.446 2.290 2.658 0.127
H -4.640 2.228 1.372 -0.563
H -4.430 3.758 2.335 0.565
H -6.343 2.731 5.199 0.337
H -5.996 4.058 4.162 0.369
H -4.722 3.173 4.951 0.351
C 0.986 2.674 -1.127 -1.097
N 0.514 1.345 -0.956 1.116
C 1.186 0.379 -1.792 -0.599
P -0.765 1.013 0.091 0.421
O -0.908 1.991 1.181 -1.237
N -2.068 0.747 -0.960 0.758
C -1.996 -0.138 -2.152 -0.173
C -3.310 1.470 -0.799 -0.534
N -0.363 -0.535 0.753 0.625
C 0.954 -0.806 1.349 0.352
C -1.281 -1.681 0.721 -0.218
H 0.561 3.217 -1.971 0.167
H 2.075 2.714 -1.130 0.223
H 0.734 3.344 -0.305 0.068
H 0.807 0.465 -2.810 0.252
H 0.842 -0.631 -1.570 -0.029
H 2.268 0.288 -1.688 -0.227
H -2.973 -0.391 -2.566 -0.274
H -1.508 0.427 -2.947 0.203
H -1.379 -1.011 -1.945 0.143
H -4.057 0.912 -0.235 0.417
H -3.109 2.455 -0.377 -0.151
H -3.695 1.785 -1.769 0.031
H 0.992 -1.838 1.698 -0.059
H 1.776 -0.789 0.633 -0.128
H 1.150 -0.111 2.165 -0.237
H -2.272 -1.384 0.379 0.156
H -1.378 -1.986 1.763 -0.276
H -0.906 -2.485 0.089 0.126
C 2.348 -6.326 -6.103 -1.143
N 3.518 -6.420 -5.246 0.249
C 4.536 -7.421 -5.700 -1.089
P 4.003 -5.138 -4.224 0.284
O 5.211 -5.459 -3.460 -0.886
N 4.117 -3.762 -5.181 0.333
C 5.399 -3.051 -5.318 -1.019
C 2.966 -3.118 -5.928 -0.817
N 2.673 -4.756 -3.260 0.656
C 2.698 -3.583 -2.402 -1.423
C 2.183 -5.871 -2.588 -1.274
H 1.518 -5.767 -5.670 0.351
H 2.084 -7.356 -6.342 0.457
H 2.528 -5.816 -7.049 0.293
H 5.528 -7.013 -5.506 0.336
H 4.382 -7.793 -6.713 0.375
H 4.532 -8.313 -5.073 0.305
H 6.153 -3.677 -5.795 0.285
H 5.377 -2.068 -5.788 0.390
H 5.834 -2.922 -4.327 0.323
H 2.735 -3.590 -6.883 0.210
H 2.085 -3.251 -5.300 0.359
H 3.099 -2.040 -6.026 0.261
H 3.121 -2.719 -2.915 0.201
H 1.683 -3.397 -2.052 0.555
H 3.241 -3.766 -1.475 0.363
H 1.227 -5.589 -2.149 0.348
H 2.843 -5.967 -1.725 0.350
H 2.119 -6.776 -3.192 0.345
C 4.533 4.263 5.375 -1.096
N 3.692 3.223 5.998 0.109
C 2.728 3.822 6.978 -1.201
P 3.348 1.840 5.036 0.279
O 4.500 1.126 4.434 -0.909
N 2.450 0.832 6.080 0.429
C 1.595 -0.165 5.443 -0.979
C 2.997 0.414 7.398 -1.005
N 2.282 2.412 3.858 0.945
C 2.863 2.764 2.578 -0.846
C 0.965 2.904 4.143 -1.162
H 4.829 5.057 6.060 0.419
H 3.976 4.783 4.595 0.368
H 5.318 3.699 4.871 0.318
H 3.199 3.890 7.959 0.333
H 1.734 3.398 7.124 0.365
H 2.583 4.858 6.672 0.423
H 0.905 0.266 4.718 -0.070
H 2.100 -0.992 4.943 0.387
H 0.969 -0.553 6.247 0.413
H 2.174 0.061 8.020 0.321
H 3.676 -0.435 7.317 0.331
H 3.531 1.208 7.921 0.326
H 3.939 2.901 2.680 0.404
H 2.655 1.986 1.844 -0.223
H 2.458 3.703 2.201 0.443
H 0.366 2.885 3.233 0.230
H 0.976 3.952 4.443 0.263
H 0.368 2.393 4.898 0.393
C 5.500 -0.054 1.208 -0.828
N 4.421 0.032 0.237 0.876
O 4.098 -1.060 -0.323 -0.398
O 4.014 1.127 -0.080 -0.395
H 6.237 0.670 0.860 0.347
H 5.981 -1.021 1.357 0.320
H 5.176 0.405 2.142 0.145
Cl 4.759 6.314 1.525 -0.172
C 4.236 6.579 -0.216 -0.603
C 3.180 5.616 -0.568 -0.193
Cl 1.649 5.754 0.353 -0.171
H 5.129 6.441 -0.826 0.357
H 3.923 7.615 -0.343 0.347
H 3.579 4.608 -0.456 0.010
H 2.949 5.743 -1.626 0.444
Cl -4.014 -3.394 -1.837 -0.145
C -4.583 -3.062 -3.499 0.276
C -5.476 -4.145 -4.040 -0.498
Cl -4.712 -5.771 -3.975 -0.189
H -3.714 -2.940 -4.145 0.286
H -5.024 -2.069 -3.413 -0.481
H -5.651 -3.941 -5.097 0.342
H -6.471 -4.177 -3.598 0.347
Cl -1.924 6.604 -1.767 -0.187
C -3.127 5.375 -2.026 0.098
C -2.767 4.557 -3.248 0.313
Cl -3.201 5.368 -4.763 -0.212
H -4.164 5.710 -2.042 0.401
H -2.971 4.720 -1.168 -0.184
H -3.274 3.592 -3.235 -0.262
H -1.703 4.376 -3.400 0.085
Cl -0.651 -3.309 4.238 -0.154
C 0.921 -4.120 4.335 -0.441
C 0.903 -5.285 3.325 -0.668
Cl 0.908 -4.753 1.646 -0.057
H 1.030 -4.463 5.364 0.453
H 1.732 -3.441 4.071 0.190
H 0.053 -5.954 3.468 0.364
H 1.846 -5.832 3.340 0.336
Cl 4.324 2.304 -6.849 -0.223
C 4.017 2.515 -5.057 -0.483
C 3.957 1.155 -4.318 0.839
Cl 5.546 0.408 -4.030 -0.203
H 3.114 3.112 -4.928 0.322
H 4.864 3.084 -4.676 0.358
H 3.376 0.447 -4.907 0.142
H 3.582 1.282 -3.303 -0.693
Cl -6.167 2.503 -2.568 -0.130
C -6.772 0.953 -3.289 -0.150
C -6.310 0.819 -4.756 -0.592
Cl -4.484 0.506 -4.799 -0.153
H -7.854 0.831 -3.224 0.478
H -6.300 0.155 -2.717 -0.148
H -6.472 1.731 -5.331 0.393
H -6.769 -0.060 -5.207 0.353
```

Output
Molecular weight = 1371.6 g/mol
Net charge = 0
E_HOMO = -8.00 eV
Electronic energy = -259057.508 eV
LUMO = -0.1 eV
SMILES = CN(C)P(=O)(N(C)C)N(C)C.CN(C)P(=O)(N(C)C)N(C)C.CN(C)P(=O)(N(C)C)N(C)C.CN(C)P(=O)(N(C)C)N(C)C.C[N+](=O)[O-].ClCCCl.ClCCCl.ClCCCl.ClCCCl.ClCCCl.ClCCCl